# 1
The following is a DFT calculation (ωB97M-V/def2-TZVPD) of a molecular structure, C44H69AsCl3O2P3PdSi.

Geometry (Å):
1 Pd -0.3044 -0.2935 -0.3127
2 As 2.5604 1.9166 1.7421
3 Cl -3.5486 0.4088 -5.2304
4 Cl -4.7469 1.2036 -2.7409
5 Cl -2.8817 2.9697 -4.0598
6 P -1.1979 -2.9233 -1.0438
7 P 1.0911 0.5532 -2.2466
8 P -1.8556 1.1520 0.9926
9 Si -0.6038 -1.4325 1.7813
10 O -1.0128 0.5762 -3.6877
11 O -2.1588 0.3345 -1.7756
12 C 1.0416 -4.4614 -0.3196
13 C -4.4459 2.2557 1.3098
14 C -1.2056 3.9042 1.6060
15 C -3.6634 1.0972 0.6909
16 C -3.2755 -5.2308 1.6030
17 C 2.5151 2.9493 -2.2209
18 C -1.9371 -3.5683 0.4854
19 C -1.3041 0.3197 5.4872
20 C -1.6596 0.9299 2.7907
21 C 2.1903 -2.4748 2.4624
22 C -1.0793 -0.2821 3.1628
23 C 3.4724 -2.4891 1.9283
24 C -3.1319 -4.5414 2.7991
25 C 0.7103 -4.1886 -2.8103
26 C -2.3791 -3.3781 2.8414
27 C 2.7208 -1.1880 0.0219
28 C 2.0167 -0.6035 -3.3520
29 C 0.0300 -4.2565 -1.4442
30 C 4.4258 1.3943 1.6356
31 C -1.1385 2.8098 0.5390
32 C 1.1845 -1.8268 1.7570
33 C 3.7268 -1.8524 0.7142
34 C 3.4677 -0.1709 -3.5952
35 C -1.9149 1.5129 5.1154
36 C -0.8949 -0.5773 4.5149
37 C 1.3220 -0.9491 -4.6709
38 C 1.1922 2.5485 -4.3276
39 C 1.2553 2.3114 -2.8180
40 C -1.7634 -2.8857 1.6900
41 C 1.4176 -1.1788 0.5365
42 C 3.6456 4.6220 1.6622
43 C 2.7384 2.0518 4.5913
44 C 5.0454 1.5021 0.2482
45 C -3.8462 -2.3904 -1.7895
46 C -3.2721 1.2679 -3.7160
47 C -2.0193 0.6532 -2.9836
48 C -2.1922 -2.6337 -3.6964
49 C 2.3342 3.8496 1.5494
50 C -1.7101 3.3245 -0.7811
51 C -4.2007 -0.2492 1.1758
52 C -2.5641 -3.0597 -2.2806
53 C -2.0984 1.8202 3.7766
54 C -2.6834 -4.7462 0.4470
55 C 1.8921 1.4117 3.4887
56 H -2.2810 -2.8481 3.7813
57 H 2.3034 1.8061 5.5605
58 H 0.3859 2.7995 -2.3697
59 H 1.0668 -3.1884 -3.0487
60 H -4.1862 -0.3155 2.2661
61 H -1.3119 -3.1441 -4.0751
62 H 4.7276 -1.8792 0.2980
63 H -2.8240 -5.2892 -0.4792
64 H -2.7229 -4.1476 -2.2884
65 H 3.7623 1.6794 4.5853
66 H -4.1080 3.2322 0.9665
67 H -3.6076 -4.9117 3.6974
68 H -1.5649 2.6181 -1.5885
69 H 2.5058 4.0289 -2.3903
70 H -0.4263 -1.5090 4.8140
71 H 4.9325 2.0368 2.3620
72 H -4.4165 2.2298 2.3993
73 H -0.6984 3.6311 2.5305
74 H 4.1331 4.4613 2.6236
75 H 1.2779 -0.0869 -5.3338
76 H -0.7268 4.8008 1.2072
77 H 1.1601 3.6249 -4.5099
78 H -3.0241 -2.8740 -4.3594
79 H 6.0315 1.0384 0.2588
80 H -5.2351 -0.3598 0.8473
81 H 0.5784 -4.4716 0.6664
82 H 1.8121 -3.6912 -0.3379
83 H -1.2160 4.2609 -1.0473
84 H 4.3422 4.3574 0.8689
85 H 0.3015 -1.2906 -4.5156
86 H 4.4458 0.3732 2.0169
87 H -2.7787 3.5277 -0.7093
88 H -0.0779 2.5625 0.3746
89 H -2.5817 2.7493 3.5175
90 H -4.1943 -2.8146 -0.8483
91 H -3.7442 1.1387 -0.3943
92 H -3.8592 -6.1408 1.5665
93 H 1.8892 -1.7348 -5.1756
94 H 2.9610 -0.7090 -0.9164
95 H 1.9089 0.3225 3.5287
96 H -4.6270 -2.5466 -2.5356
97 H -2.2336 4.1742 1.8460
98 H 3.4178 2.5494 -2.6846
99 H 2.5921 2.7692 -1.1446
100 H 2.0793 2.1651 -4.8313
101 H 1.9848 -2.9785 3.3997
102 H -3.6340 -1.0885 0.7708
103 H 1.5726 -4.8563 -2.8042
104 H 1.6354 4.1134 2.3454
105 H 1.5292 -5.4257 -0.4691
106 H 0.8502 1.7322 3.5347
107 H 4.0083 -0.9805 -4.0888
108 H 1.8373 4.0361 0.5982
109 H 0.3087 2.1000 -4.7714
110 H -2.0123 -1.5663 -3.7666
111 H 2.0506 -1.5109 -2.7400
112 H 5.1712 2.5368 -0.0654
113 H -0.6496 -5.1206 -1.4385
114 H 4.2738 -3.0011 2.4453
115 H -3.7073 -1.3178 -1.6697
116 H -5.4925 2.1554 1.0174
117 H 2.7610 3.1398 4.5120
118 H 3.9971 0.0705 -2.6712
119 H 4.4406 0.9920 -0.5004
120 H -1.1606 0.0898 6.5350
121 H 0.0555 -4.5152 -3.6139
122 H -2.2539 2.2051 5.8749
123 H 3.4379 5.6882 1.5713
124 H 3.5213 0.6991 -4.2480

## Properties
HOMO energy (spin up / spin down) = -11.65 / -13.72 eV
net charge = +2
largest force on an atom = 0.562 eV/A
spin multiplicity = 5
orbital gap (spin up / spin down) = 7.03 / 5.69 eV
molecular weight = 1038.74 g mol⁻¹
relative energy (zero: lowest compared OMol25 entry of this formula, charge and spin) = 0.0 kJ/mol
expectation value of S² = 6.020

Here are the Löwdin charges for atoms 1 to 99, given in e: atom 1 (Pd): 0.5212, atom 2 (As): 1.4223, atom 3 (Cl): 0.6620, atom 4 (Cl): 0.6567, atom 5 (Cl): 0.6502, atom 6 (P): 1.1803, atom 7 (P): 1.1083, atom 8 (P): 1.0850, atom 9 (Si): 0.6320, atom 10 (O): -0.1120, atom 11 (O): -0.1972, atom 12 (C): -0.0860, atom 13 (C): -0.0728, atom 14 (C): -0.1011, atom 15 (C): -0.5194, atom 16 (C): -0.0351, atom 17 (C): -0.1228, atom 18 (C): -0.3879, atom 19 (C): -0.0465, atom 20 (C): -0.3634, atom 21 (C): -0.0690, atom 22 (C): -0.3023, atom 23 (C): -0.0591, atom 24 (C): -0.0388, atom 25 (C): -0.0785, atom 26 (C): -0.0639, atom 27 (C): -0.1697, atom 28 (C): -0.5866, atom 29 (C): -0.4895, atom 30 (C): -0.3678, atom 31 (C): -0.5001, atom 32 (C): -0.3199, atom 33 (C): -0.0841, atom 34 (C): -0.1019, atom 35 (C): -0.0394, atom 36 (C): -0.0877, atom 37 (C): -0.1016, atom 38 (C): -0.0927, atom 39 (C): -0.5631, atom 40 (C): -0.2811, atom 41 (C): -0.3222, atom 42 (C): -0.1248, atom 43 (C): -0.1183, atom 44 (C): -0.1358, atom 45 (C): -0.0914, atom 46 (C): -1.4725, atom 47 (C): -0.8381, atom 48 (C): -0.0831, atom 49 (C): -0.3815, atom 50 (C): -0.1122, atom 51 (C): -0.0865, atom 52 (C): -0.4945, atom 53 (C): -0.0839, atom 54 (C): -0.0709, atom 55 (C): -0.3772, atom 56 (H): 0.0991, atom 57 (H): 0.0884, atom 58 (H): 0.0674, atom 59 (H): 0.0475, atom 60 (H): 0.0889, atom 61 (H): 0.0539, atom 62 (H): 0.1201, atom 63 (H): 0.1116, atom 64 (H): 0.1117, atom 65 (H): 0.0763, atom 66 (H): 0.0645, atom 67 (H): 0.1192, atom 68 (H): 0.0145, atom 69 (H): 0.0915, atom 70 (H): 0.1152, atom 71 (H): 0.0832, atom 72 (H): 0.0733, atom 73 (H): 0.0560, atom 74 (H): 0.0759, atom 75 (H): 0.0779, atom 76 (H): 0.0899, atom 77 (H): 0.0916, atom 78 (H): 0.0979, atom 79 (H): 0.0923, atom 80 (H): 0.1001, atom 81 (H): 0.0733, atom 82 (H): 0.0630, atom 83 (H): 0.0982, atom 84 (H): 0.0646, atom 85 (H): 0.0486, atom 86 (H): 0.0630, atom 87 (H): 0.0825, atom 88 (H): 0.0528, atom 89 (H): 0.0933, atom 90 (H): 0.0714, atom 91 (H): 0.0279, atom 92 (H): 0.1208, atom 93 (H): 0.0922, atom 94 (H): 0.0293, atom 95 (H): 0.0620, atom 96 (H): 0.0996, atom 97 (H): 0.0790, atom 98 (H): 0.0726, atom 99 (H): 0.0159

# 2
The following is a DFT calculation (ωB97M-V/def2-TZVPD) of a single C5H3Cl molecule in a non-equilibrium geometry.

Geometry (Å):
1 Cl 2.1060 -0.9512 -0.4841
2 C 0.5186 0.9288 0.7100
3 C -1.3596 -0.9947 -1.6567
4 C 0.2593 1.8933 1.4014
5 C 0.5075 -0.4412 0.1294
6 C -0.5760 -0.6430 -0.8601
7 H -2.1237 -1.3440 -2.2857
8 H 0.3143 -1.1585 0.9032
9 H 0.3537 2.7105 2.1426

## Properties
HOMO energy = -10.56 eV
structure (SMILES) = C#CC(Cl)C#C
net charge = 0
largest force on an atom = 3.601 eV/A
orbital gap = 11.33 eV
molecular weight = 98.53 g mol⁻¹
relative energy (zero: lowest compared OMol25 entry of this formula, charge and spin) = 64.6 kJ/mol

Quick look at the natural (NBO) charges, all values in e: atom 1 (Cl): -0.0074, atom 2 (C): -0.0275, atom 3 (C): -0.1866, atom 4 (C): -0.1943, atom 5 (C): -0.3273, atom 6 (C): -0.0105, atom 7 (H): 0.2358, atom 8 (H): 0.2635, atom 9 (H): 0.2544

# 3
The following is a DFT calculation (ωB97M-V/def2-TZVPD) of a molecular structure, C47H70BrN2O2PtSSi3Te.

Geometry (Å):
1 Pt 0.7837 -0.3044 1.3125
2 Te -0.6205 -2.3141 0.1323
3 Br 0.8266 0.9787 -1.5346
4 S 2.2898 -0.5310 5.5247
5 Si -3.6547 -1.8386 1.2485
6 Si 1.4251 -4.6325 1.9024
7 Si 1.0414 0.4128 -3.7606
8 O -4.3888 2.9295 -0.0832
9 O -0.2465 1.9319 1.5538
10 N 0.9958 -0.3232 3.3286
11 N -2.8056 3.4552 1.9083
12 C -2.3205 3.7556 0.6119
13 C -1.3165 0.1000 4.1280
14 C -0.7877 4.7987 -0.9078
15 C 0.6090 -4.0536 0.2844
16 C -2.1924 3.4173 3.0821
17 C 1.8367 3.1887 4.1752
18 C -1.6570 4.5435 -1.9525
19 C -1.5722 0.1521 6.5344
20 C 0.5786 -0.2217 5.6028
21 C 5.4258 -1.0839 1.9740
22 C -2.1114 0.2378 5.2468
23 C 0.6711 -3.8332 3.4205
24 C 3.5703 -0.7480 0.4476
25 C 2.1698 -1.8244 -5.1512
26 C -0.8353 0.1242 -5.8903
27 C -1.7656 1.0656 -3.7638
28 C 2.6954 -0.6379 1.5211
29 C 1.8018 -2.1587 -2.7095
30 C 0.8658 3.6874 5.0858
31 C 0.1121 2.5926 2.5606
32 C 2.3552 1.6659 -5.9698
33 C -4.5343 -2.7810 -0.1051
34 C 3.2179 -0.7381 2.8252
35 C -2.8623 3.8893 -1.7319
36 C -0.2249 -0.0787 6.7271
37 C -0.8425 3.2739 3.4082
38 C 1.8276 1.9783 -4.5591
39 C 2.9835 2.5658 -3.7336
40 C -1.1223 4.4050 0.3777
41 C 1.1866 -6.4881 1.9938
42 C -4.7059 -1.7673 2.7953
43 C -3.2583 -0.1044 0.6368
44 C -0.7561 0.0660 -4.3549
45 C 4.5731 -0.9683 3.0536
46 C 0.7856 3.0997 -4.6700
47 C 3.6433 -0.7107 -3.4966
48 C 2.1927 -1.1288 -3.7798
49 C 4.9202 -0.9654 0.6807
50 C -2.0450 -2.7392 1.6608
51 C 0.0432 -0.1329 4.3155
52 C 3.2483 -4.2343 1.7871
53 C -0.4349 3.7228 4.7028
54 C -3.2033 3.5026 -0.4443
55 C 1.4881 2.6728 2.9665
56 C -1.2356 -1.3275 -3.9299
57 C -5.3236 2.6391 -1.1119
58 C 2.1964 -0.5480 3.8128
59 H -0.0032 -4.8462 -0.1501
60 H -2.7552 0.8455 -4.1770
61 H -2.2192 0.2653 7.3919
62 H 1.4031 -3.8522 -0.4362
63 H 1.2683 -4.0853 4.2988
64 H -1.7181 0.1846 3.1277
65 H 3.7062 -4.7862 0.9651
66 H 1.5992 1.2277 -6.6180
67 H 5.5910 -1.0517 -0.1634
68 H 1.1705 4.0603 6.0518
69 H -0.6595 1.1191 -6.2901
70 H -1.1610 -1.4797 -2.8553
71 H -0.4625 4.6303 1.1997
72 H 2.6841 2.5972 -6.4376
73 H 4.9513 -1.0528 4.0645
74 H 3.3613 3.4497 -4.2539
75 H -0.3443 -4.1829 3.6033
76 H 1.5954 -6.9858 1.1138
77 H -2.8769 3.5583 3.9140
78 H 2.2300 2.2687 2.2913
79 H 1.6165 -1.6913 -1.7402
80 H -4.8992 1.9336 -1.8306
81 H -1.6353 -2.4604 2.6289
82 H 2.8815 3.2086 4.4602
83 H 6.4786 -1.2668 2.1294
84 H -3.8188 3.4399 1.9406
85 H 1.2786 4.0045 -5.0352
86 H 2.6253 -2.8671 -2.5765
87 H 0.6482 -2.7467 3.3307
88 H 3.2140 0.9978 -5.9508
89 H -4.8749 -2.7653 3.1996
90 H -3.0473 -0.1098 -0.4360
91 H 3.8154 1.8834 -3.6134
92 H -3.1709 0.4178 5.1314
93 H -1.4094 4.8697 -2.9523
94 H -4.1152 0.5538 0.7904
95 H -1.8393 -0.1766 -6.2012
96 H 3.1952 -0.6746 -0.5627
97 H 1.1890 -2.2258 -5.3976
98 H 2.6558 2.8805 -2.7450
99 H -0.6985 -2.1271 -4.4354
100 H -5.6360 3.5494 -1.6276
101 H -4.8538 -3.7654 0.2383
102 H 2.4785 -1.1642 -5.9596
103 H 2.8682 -2.6655 -5.1343
104 H -2.2006 -3.8191 1.6510
105 H 4.2583 -1.6075 -3.3810
106 H -3.8867 -2.9205 -0.9729
107 H -5.4228 -2.2442 -0.4392
108 H 0.1294 -6.7491 2.0626
109 H 3.4192 -3.1703 1.6102
110 H -6.1817 2.1867 -0.6221
111 H -4.2287 -1.1743 3.5755
112 H -1.1862 4.1405 5.3614
113 H 0.1898 -0.1490 7.7219
114 H 4.0664 -0.1324 -4.3140
115 H -1.5340 2.1007 -3.9942
116 H -5.6802 -1.3263 2.5849
117 H 0.9191 -2.7301 -2.9878
118 H -2.4029 0.3736 1.1232
119 H -2.2914 -1.4297 -4.1995
120 H -3.5336 3.7090 -2.5567
121 H 3.7732 -4.5096 2.7025
122 H 0.3525 3.3278 -3.6973
123 H 0.1458 5.3120 -1.0844
124 H -0.1330 -0.5592 -6.3669
125 H -0.0196 2.8697 -5.3616
126 H 1.6865 -6.9032 2.8694
127 H -1.8235 0.9722 -2.6778
128 H 3.7411 -0.1186 -2.5886

## Properties
HOMO energy (spin up / spin down) = -9.61 / -9.61 eV
net charge = +1
largest force on an atom = 0.647 eV/A
orbital gap (spin up / spin down) = 6.73 / 6.73 eV
molecular weight = 1214.00 g mol⁻¹
relative energy (zero: lowest compared OMol25 entry of this formula, charge and spin) = 80.0 kJ/mol

Here are the Löwdin charges for atoms 1 to 99, given in e: atom 1 (Pt): 0.7633, atom 2 (Te): 1.2589, atom 3 (Br): 0.5393, atom 4 (S): 1.1616, atom 5 (Si): 0.3866, atom 6 (Si): 0.4420, atom 7 (Si): 0.5321, atom 8 (O): -0.1144, atom 9 (O): -0.1386, atom 10 (N): -0.0981, atom 11 (N): 0.1433, atom 12 (C): -0.1492, atom 13 (C): -0.0202, atom 14 (C): -0.0644, atom 15 (C): -0.5389, atom 16 (C): 0.0032, atom 17 (C): -0.0562, atom 18 (C): -0.0781, atom 19 (C): -0.0638, atom 20 (C): -0.4350, atom 21 (C): -0.0696, atom 22 (C): -0.0658, atom 23 (C): -0.1697, atom 24 (C): -0.0973, atom 25 (C): -0.0771, atom 26 (C): -0.0828, atom 27 (C): -0.1217, atom 28 (C): -0.2699, atom 29 (C): -0.1380, atom 30 (C): -0.0821, atom 31 (C): -0.4213, atom 32 (C): -0.0806, atom 33 (C): -0.1758, atom 34 (C): -0.2536, atom 35 (C): -0.0126, atom 36 (C): -0.0677, atom 37 (C): -0.1569, atom 38 (C): -0.6207, atom 39 (C): -0.1102, atom 40 (C): -0.0019, atom 41 (C): -0.1790, atom 42 (C): -0.1640, atom 43 (C): -0.1867, atom 44 (C): -0.6148, atom 45 (C): -0.0280, atom 46 (C): -0.1033, atom 47 (C): -0.0981, atom 48 (C): -0.6096, atom 49 (C): -0.0597, atom 50 (C): -0.5554, atom 51 (C): -0.2866, atom 52 (C): -0.1561, atom 53 (C): -0.0403, atom 54 (C): -0.2130, atom 55 (C): -0.0203, atom 56 (C): -0.1007, atom 57 (C): -0.0580, atom 58 (C): -0.5441, atom 59 (H): 0.0086, atom 60 (H): 0.0901, atom 61 (H): 0.1109, atom 62 (H): -0.0128, atom 63 (H): 0.0436, atom 64 (H): 0.0888, atom 65 (H): 0.0423, atom 66 (H): 0.0683, atom 67 (H): 0.1116, atom 68 (H): 0.1042, atom 69 (H): 0.0649, atom 70 (H): 0.0232, atom 71 (H): 0.1192, atom 72 (H): 0.0923, atom 73 (H): 0.1156, atom 74 (H): 0.0900, atom 75 (H): 0.0323, atom 76 (H): 0.0351, atom 77 (H): 0.1450, atom 78 (H): 0.1113, atom 79 (H): -0.0178, atom 80 (H): 0.0954, atom 81 (H): -0.0143, atom 82 (H): 0.1131, atom 83 (H): 0.1100, atom 84 (H): 0.1577, atom 85 (H): 0.0933, atom 86 (H): 0.0926, atom 87 (H): -0.0064, atom 88 (H): 0.0665, atom 89 (H): 0.0385, atom 90 (H): 0.0294, atom 91 (H): 0.0578, atom 92 (H): 0.1036, atom 93 (H): 0.1073, atom 94 (H): 0.0296, atom 95 (H): 0.0917, atom 96 (H): 0.0476, atom 97 (H): 0.0645, atom 98 (H): 0.0503, atom 99 (H): 0.0682